A structure of composition C18H48F20N9O16P3RbS2 at a distorted geometry. Source: the Open Molecules 2025 dataset; level of theory: ωB97M-V with the def2-TZVPD basis set.

Structure (XYZ):
```
117
Properties=species:S:1:pos:R:3:forces:R:3
Rb -28.538 -4.235 1.069 0.50 0.15 -0.04
C -25.986 -8.675 0.767 -0.65 -0.03 -0.41
C -26.832 -7.996 -0.320 1.00 3.45 2.93
O -27.243 -6.853 -0.166 0.49 -3.83 -1.87
N -26.882 -8.756 -1.670 -0.49 -0.56 1.28
H -26.980 -8.012 -2.346 -0.27 0.56 -0.74
H -26.017 -9.220 -1.913 0.82 0.18 0.46
C -27.995 -9.794 -1.774 -0.47 1.40 -0.31
H -26.504 -9.539 1.185 0.46 -0.73 -0.62
H -25.805 -8.130 1.694 -0.42 0.95 -0.42
H -24.998 -8.805 0.327 0.01 -0.80 0.03
H -28.155 -10.485 -0.946 0.73 0.46 0.32
H -27.817 -10.387 -2.671 -0.23 0.34 -0.05
H -28.830 -9.095 -1.819 -0.67 -0.81 -0.38
C -33.359 -3.263 0.482 0.64 1.29 -0.19
C -33.522 -1.764 0.786 -3.35 1.00 4.90
O -34.138 -1.251 1.754 2.94 -1.91 -4.84
N -32.783 -0.855 -0.203 -1.32 1.24 0.80
H -31.862 -1.269 -0.204 2.09 0.05 0.03
H -33.105 -1.020 -1.146 -0.54 -0.11 -0.24
C -32.726 0.660 0.069 -0.21 -0.22 0.18
H -32.648 -3.278 -0.344 -0.22 -0.77 -0.25
H -34.290 -3.799 0.299 -0.10 0.47 -0.34
H -32.895 -3.819 1.297 0.13 0.50 0.33
H -33.687 1.112 0.317 -0.24 -0.87 0.34
H -32.460 1.206 -0.837 0.62 -0.55 -0.03
H -32.021 0.826 0.883 -0.04 -0.08 -0.31
C -24.555 0.401 0.912 0.14 -0.10 -1.43
C -25.783 1.275 0.683 1.16 3.54 -1.93
O -25.845 2.305 -0.035 -0.19 -4.38 2.92
N -26.937 0.884 1.528 0.56 0.83 2.49
H -27.772 0.622 1.024 -0.78 0.04 -0.68
H -26.617 0.119 2.105 0.62 -2.14 -0.18
C -27.240 1.763 2.780 -0.56 1.23 -1.79
H -24.123 0.362 1.912 -0.32 0.64 0.10
H -23.822 0.658 0.148 0.10 0.54 0.33
H -24.697 -0.660 0.706 -0.90 -0.13 0.04
H -27.913 1.238 3.458 0.22 -0.24 -0.32
H -27.741 2.632 2.353 -0.01 0.12 0.44
H -26.329 2.091 3.281 0.06 -0.43 -0.26
C -26.786 -4.030 7.980 -0.62 0.72 -0.86
C -28.123 -3.360 7.568 -0.72 -1.29 1.47
O -29.168 -3.578 8.148 2.25 1.06 -1.63
N -28.166 -2.491 6.296 0.51 -0.10 0.86
H -27.395 -2.664 5.667 1.62 -0.38 -0.12
H -28.865 -2.908 5.697 -1.59 0.53 0.00
C -28.090 -0.990 6.518 -0.15 -0.48 0.01
H -26.643 -4.904 7.344 -0.60 -0.68 0.22
H -26.865 -4.256 9.043 0.09 -0.21 -0.31
H -25.840 -3.555 7.720 -0.29 0.93 0.24
H -27.269 -0.865 7.224 0.05 0.16 -0.21
H -28.981 -0.521 6.936 -0.16 -0.61 -0.14
H -27.848 -0.553 5.549 0.04 -0.04 0.19
C -30.660 -13.112 1.888 -0.34 -0.72 0.62
C -30.536 -11.690 1.397 -0.51 -0.64 -2.99
O -30.416 -11.411 0.208 -0.09 0.19 4.55
N -30.811 -10.583 2.503 2.29 0.45 -1.66
H -31.720 -10.189 2.306 -0.52 0.09 -0.08
H -30.773 -10.933 3.449 -0.27 -0.60 0.25
C -29.801 -9.386 2.499 -0.94 0.02 -0.43
H -31.344 -13.305 2.714 -0.35 0.80 0.14
H -29.770 -13.591 2.298 0.62 0.53 -0.32
H -31.027 -13.782 1.110 0.26 0.44 -0.39
H -28.838 -9.660 2.930 -0.31 -0.15 0.32
H -30.367 -8.637 3.053 0.64 0.13 0.23
H -29.670 -9.005 1.486 -0.26 -0.29 -0.08
C -30.577 -4.975 -5.960 1.37 1.94 0.63
C -31.317 -4.498 -4.699 -2.98 -3.96 -0.86
O -32.166 -5.225 -4.192 2.85 4.02 -0.62
N -31.017 -3.013 -4.205 0.09 -0.88 1.27
H -31.083 -2.316 -4.932 0.26 -0.07 -0.80
H -31.791 -2.789 -3.597 -0.31 -0.16 0.57
C -29.679 -2.877 -3.448 0.53 -0.91 -0.27
H -29.875 -4.170 -6.178 0.58 -0.21 -0.18
H -31.097 -5.073 -6.913 -0.94 -0.12 0.60
H -30.009 -5.886 -5.773 -0.22 0.06 0.26
H -29.422 -1.884 -3.079 -0.61 0.20 -0.50
H -28.928 -3.228 -4.156 0.13 0.15 0.20
H -29.661 -3.525 -2.572 -0.37 -0.18 -0.23
P -30.951 -2.838 4.088 -1.36 -0.13 0.80
F -32.377 -3.759 4.172 2.55 1.05 -0.14
F -29.903 -4.049 4.496 -1.30 -0.55 0.08
F -30.783 -3.209 2.531 -0.39 -0.82 -0.71
F -29.594 -1.983 3.933 1.18 1.22 0.14
F -31.749 -1.519 3.682 -0.79 0.02 -0.31
F -31.090 -2.411 5.641 0.18 -0.60 -0.32
P -25.914 -8.332 5.367 -0.07 -0.41 2.77
F -26.720 -7.164 4.619 -0.74 0.00 -0.40
F -24.537 -7.710 4.838 0.09 0.05 -0.26
F -25.865 -7.396 6.707 0.39 -0.14 -0.30
F -25.091 -9.530 6.077 -0.04 0.35 0.31
F -27.321 -8.985 6.040 0.53 0.45 -1.25
F -26.056 -9.284 4.092 -0.55 -0.29 -1.24
P -30.894 -6.653 -0.853 -0.59 -2.12 -1.09
F -30.748 -5.083 -1.013 -0.21 1.41 -0.04
F -31.758 -6.960 -2.190 -0.73 1.93 -0.02
F -29.588 -6.724 -1.830 0.59 -0.89 0.21
F -31.047 -8.279 -0.720 0.76 -0.16 1.36
F -29.884 -6.718 0.440 -0.81 0.49 -0.04
F -32.226 -6.337 0.047 0.94 -0.82 -0.26
N -24.261 -4.374 -3.079 2.87 -5.37 -2.73
S -24.373 -6.089 -2.972 4.45 -0.82 -2.99
O -25.686 -6.611 -3.010 -1.98 -0.49 0.07
O -23.424 -6.854 -2.198 -0.82 1.47 -0.40
F -23.867 -6.319 -4.484 -0.26 0.21 0.85
S -25.201 -4.166 -1.967 -5.77 5.74 4.57
O -25.004 -4.852 -0.728 -0.20 -0.85 0.01
O -26.599 -3.979 -2.409 1.76 -0.03 0.96
F -24.669 -2.696 -1.573 -0.68 -0.09 -0.29
N -25.958 -2.155 3.219 0.15 -0.36 -0.57
O -25.712 -0.934 3.260 -0.18 1.47 0.79
O -25.984 -2.836 4.242 -0.38 -0.13 1.07
O -26.134 -2.662 2.119 -0.54 -0.67 -0.98
N -29.250 -0.998 -0.160 0.92 1.18 -1.07
O -28.071 -1.304 -0.300 0.30 -0.70 0.43
O -29.556 0.168 0.100 -0.26 1.17 0.92
O -30.158 -1.803 -0.406 -1.33 -1.75 -0.16
```
Positions in Å, forces in eV/Å.

Net charge: +1
E_LUMO, eV: -3.588
Frontier orbital gap, eV: 7.31
Highest occupied orbital energy, eV: -10.9

Here are the Löwdin charges for atoms 1 to 4, given in e: 0.839 0.045 -0.308 0.090